ORCA calculation (the ωB97M-V functional and the def2-TZVPD basis) on a cluster of 2 separate species, C21H28N4O8P in total at a distorted geometry.

LUMO energy = -4.5 eV
total energy = -1978.7308 hartree
net charge = +1

Each atom is followed by the atoms it is bonded to, with distances in Å.
Geometry (Å):
1 C 2.32579 -0.52259 -5.35219  C2 1.425, H25 1.154, H26 1.142
2 C 2.97725 0.37329 -4.45577  C1 1.425, C3 1.599, H27 1.155
3 C 3.51622 0.02800 -2.99016  C2 1.599, C4 1.609, H28 1.157, H29 1.139
4 C 2.61029 0.84190 -1.93894  C3 1.609, C5 1.579, N18 1.462
5 C 2.81210 2.40810 -1.94446  C4 1.579, O6 1.426, C7 1.557
6 O 3.77263 2.98210 -2.82762  C5 1.426, H30 0.990
7 C 1.96694 3.30617 -0.99430  C5 1.557, P8 1.923, C10 1.573
8 P 2.13839 5.22097 -0.95112  C7 1.923, N9 1.596, H31 1.453, H32 1.443
9 N 3.13030 5.79040 -2.06377  P8 1.596, H33 1.031
10 C 0.92848 2.55630 -0.08073  C7 1.573, C11 1.618, C16 1.573
11 C -0.04710 3.36355 0.92715  C10 1.618, C12 1.637, H34 1.146, H35 1.139
12 C -1.48477 3.45458 0.14912  C11 1.637, C13 1.610, H36 1.152, H37 1.159
13 C -2.63787 2.60283 0.88117  C12 1.610, N14 1.482, O15 1.262
14 N -3.16443 1.33360 0.32558  C13 1.482, H38 1.044, H39 1.042
15 O -3.08894 3.05679 1.96860  C13 1.262
16 C 0.80000 0.98961 -0.12534  C10 1.573, N17 1.462, N18 1.472
17 N -0.17414 0.40960 0.79791  C16 1.462, H40 1.028, H41 1.028
18 N 1.63114 0.20868 -1.05622  C4 1.462, C16 1.472, C19 1.493
19 C 1.40602 -1.26693 -1.05980  N18 1.493, C20 1.624, H42 1.138, H43 1.158
20 C 1.85384 -1.99838 0.31939  C19 1.624, O21 1.447, H44 1.158, H45 1.159
21 O 3.13084 -1.52953 0.81236  C20 1.447, C22 1.426
22 C 3.82933 -2.53523 1.54271  O21 1.426, C23 1.622, O24 1.267
23 C 4.32922 -2.32319 3.07147  C22 1.622, H46 1.150, H47 1.154, H48 1.153
24 O 4.14671 -3.64968 1.03121  C22 1.267
25 H 2.70883 -0.53055 -6.44023  C1 1.154
26 H 1.42753 -1.17709 -5.09065  C1 1.142
27 H 3.10477 1.46762 -4.80212  C2 1.155
28 H 4.58850 0.45876 -2.92855  C3 1.157
29 H 3.61366 -1.08316 -2.76056  C3 1.139
30 H 4.66983 2.91072 -2.41591  O6 0.990
31 H 2.59419 5.54433 0.39034  P8 1.453
32 H 0.80507 5.73375 -1.15520  P8 1.443
33 H 2.63188 6.42101 -2.70949  N9 1.031
34 H 0.31604 4.44199 1.06137  C11 1.146
35 H -0.13231 2.81458 1.92094  C11 1.139
36 H -1.79581 4.54442 -0.05945  C12 1.152
37 H -1.36518 2.97747 -0.90063  C12 1.159
38 H -3.58885 1.50232 -0.61271  N14 1.044
39 H -3.98164 1.05237 0.90772  N14 1.042
40 H 0.23210 0.17046 1.71189  N17 1.028
41 H -0.71461 -0.36046 0.38467  N17 1.028
42 H 1.86398 -1.81998 -1.94307  C19 1.138
43 H 0.26455 -1.44959 -1.13089  C19 1.158
44 H 1.04480 -1.87827 1.13893  C20 1.158
45 H 1.86366 -3.13386 0.08955  C20 1.159
46 H 4.53173 -3.36235 3.51953  C23 1.150
47 H 3.56784 -1.71652 3.69080  C23 1.154
48 H 5.34738 -1.78157 3.07992  C23 1.153
49 C -4.17649 -4.45617 1.72109  C50 1.334, C55 1.468, H59 1.082
50 C -4.03156 -3.31052 1.05399  C49 1.334, C51 1.490, O58 1.365
51 C -4.86045 -2.11438 1.37376  C50 1.490, O52 1.221, C53 1.465
52 O -4.68412 -1.07744 0.75272  C51 1.221
53 C -5.86751 -2.23733 2.43078  C51 1.465, C54 1.336, H60 1.082
54 C -6.01661 -3.38502 3.09766  C53 1.336, C55 1.491, O57 1.359
55 C -5.16845 -4.57356 2.79640  C49 1.468, C54 1.491, O56 1.217
56 O -5.31838 -5.59825 3.43602  C55 1.217
57 O -6.94850 -3.51454 4.07896  C54 1.359, H61 0.978
58 O -3.11577 -3.18486 0.04961  C50 1.365, H62 0.977
59 H -3.57933 -5.33096 1.49994  C49 1.082
60 H -6.47434 -1.36671 2.64058  C53 1.082
61 H -6.85726 -4.43172 4.40543  O57 0.978
62 H -3.20740 -2.26584 -0.26941  O58 0.977

So, what does the Löwdin scheme give us? The charges, in e, come out as: 0.0033 -0.1539 -0.1119 0.0035 -0.1452 -0.0305 -0.1354 0.7298 -0.3187 -0.0702 -0.1325 -0.0998 -0.4124 0.0825 0.0199 -0.1132 0.1034 0.0212 -0.0823 -0.1513 -0.0669 -0.3749 0.0033 0.0530 0.0817 0.0694 0.1175 0.1352 0.1158 0.1411 0.0244 0.0209 -0.0202 0.0919 0.1206 0.1291 0.1133 0.1009 0.0760 0.1155 0.0842 0.1337 0.1424 0.1263 0.1497 0.1019 0.0902 0.0993 0.0842 -0.2220 -0.3022 0.0735 0.0815 -0.2152 -0.3052 0.1308 0.1097 0.0764 0.1402 0.1402 0.1227 0.1041



ORCA calculation (the ωB97M-V functional and the def2-TZVPD basis) on a cluster of 2 separate species, C21H28N4OS2 in total at a distorted geometry.

LUMO energy = -2.5 eV
total energy = -1907.3521 hartree

Each atom is followed by the atoms it is bonded to, with distances in Å.
Geometry (Å):
1 C -3.51950 1.41583 2.41433  C2 1.335, H26 1.092, H27 1.091
2 C -4.15009 1.39696 1.23824  C1 1.335, N3 1.467, H28 1.097
3 N -3.44786 1.00832 0.01029  C2 1.467, C4 1.417, H29 1.021
4 C -4.04885 1.68375 -1.08062  N3 1.417, N5 1.328, N6 1.341
5 N -5.22424 1.26109 -1.53080  C4 1.328, H30 1.012, H31 1.010
6 N -3.48536 2.71334 -1.72950  C4 1.341, C7 1.479, H32 1.017
7 C -2.45936 3.44607 -0.95632  N6 1.479, C8 1.547, H33 1.100, H34 1.093
8 C -1.01630 3.26696 -1.48480  C7 1.547, C9 1.556, H35 1.095, H36 1.097
9 C -0.66728 1.78616 -1.80953  C8 1.556, S10 1.824, H37 1.098, H38 1.095
10 S 0.12558 1.09043 -0.32192  C9 1.824, C11 1.805
11 C 1.45622 0.00374 -0.87552  S10 1.805, S12 1.604, N13 1.415
12 S 2.49822 0.53221 -1.97511  C11 1.604
13 N 1.55258 -1.25672 -0.23990  C11 1.415, C14 1.447, C20 1.428
14 C 1.13547 -1.19498 1.14441  N13 1.447, C15 1.387, C19 1.387
15 C 2.12346 -0.83502 2.04881  C14 1.387, C16 1.382, H39 1.101
16 C 1.87108 -0.69185 3.40007  C15 1.382, C17 1.386, H40 1.086
17 C 0.58151 -0.92678 3.85194  C16 1.386, C18 1.382, H41 1.089
18 C -0.41124 -1.29994 2.96597  C17 1.382, C19 1.380, H42 1.090
19 C -0.14935 -1.41767 1.61656  C14 1.387, C18 1.380, H43 1.090
20 C 0.99772 -2.34750 -0.97567  N13 1.428, C21 1.392, C25 1.391
21 C 0.78774 -3.58250 -0.36950  C20 1.392, C22 1.370, H44 1.089
22 C 0.27199 -4.66285 -1.03658  C21 1.370, C23 1.387, H45 1.089
23 C -0.04511 -4.58685 -2.38476  C22 1.387, C24 1.380, H46 1.087
24 C 0.17426 -3.37262 -3.00209  C23 1.380, C25 1.380, H47 1.090
25 C 0.67052 -2.27681 -2.32599  C20 1.391, C24 1.380, H48 1.085
26 H -2.48604 1.74876 2.53216  C1 1.092
27 H -4.01886 1.05198 3.31379  C1 1.091
28 H -5.21332 1.66795 1.22427  C2 1.097
29 H -3.65998 0.02017 -0.13277  N3 1.021
30 H -5.46177 0.29029 -1.37277  N5 1.012
31 H -5.88844 1.88853 -1.96144  N5 1.010
32 H -3.16583 2.45129 -2.65857  N6 1.017
33 H -2.69678 4.51416 -1.07070  C7 1.100
34 H -2.52961 3.25984 0.11861  C7 1.093
35 H -0.83547 3.93168 -2.33583  C8 1.095
36 H -0.36529 3.55302 -0.64946  C8 1.097
37 H -1.56240 1.17587 -1.98777  C9 1.098
38 H 0.02211 1.73943 -2.65928  C9 1.095
39 H 3.13937 -0.61483 1.68684  C15 1.101
40 H 2.69096 -0.37518 4.03805  C16 1.086
41 H 0.38058 -0.81036 4.91605  C17 1.089
42 H -1.41851 -1.50605 3.32880  C18 1.090
43 H -0.93497 -1.69071 0.91273  C19 1.090
44 H 1.02203 -3.70021 0.68764  C21 1.089
45 H 0.09824 -5.61132 -0.53085  C22 1.089
46 H -0.42621 -5.44225 -2.93593  C23 1.087
47 H -0.05401 -3.32872 -4.06746  C24 1.090
48 H 0.78918 -1.36972 -2.90881  C25 1.085
49 C 6.62280 0.76295 0.81173  C50 1.545, H52 1.092, H53 1.103, H54 1.093
50 C 5.08313 0.73984 0.68479  C49 1.545, O51 1.344, H55 1.124, H56 1.129
51 O 4.51232 0.88257 1.89348  C50 1.344
52 H 6.97962 -0.05217 1.44547  C49 1.092
53 H 7.09394 0.64359 -0.17832  C49 1.103
54 H 6.97179 1.71031 1.22927  C49 1.093
55 H 4.84854 -0.20660 0.12531  C50 1.124
56 H 4.84109 1.52313 -0.09102  C50 1.129

So, what does the Löwdin scheme give us? The charges, in e, come out as: 0.0675 -0.1965 0.0678 -0.3616 0.2462 0.0916 -0.1621 -0.2231 -0.4677 0.9118 -1.0325 0.7793 -0.0645 -0.3044 0.0048 -0.0441 -0.0967 -0.1151 -0.1004 -0.2116 -0.0331 -0.0929 -0.1093 -0.1066 -0.0485 0.0820 0.0772 0.1094 0.1459 0.1421 0.1451 0.1684 0.1254 0.1137 0.1144 0.0953 0.0447 0.0557 0.0928 0.1179 0.0992 0.0938 0.1082 0.1245 0.1063 0.0990 0.1029 0.0750 -0.1502 -0.6137 -0.3459 0.0511 0.0459 0.0499 0.0642 0.0614